1.
Entry from the Open Molecules 2025 dataset: a gas-phase ion, C4H9N2O (charge +1) at a distorted geometry (wB97M-V/def2-TZVPD).

Values from the calculation:
- SMILES: CC(C)=N[N+](C)=O
- LUMO energy: -5.215 eV
- Total energy: -9309.527 eV
- ΔE to the lowest compared entry with this formula, charge and spin: 149.6 kcal/mol
- Maximum force: 6.98 eV/Å
- Kohn-Sham gap: 10.1 eV

```
! RIJCOSX wB97M-V def2-TZVPD def2/J DEFGRID3
* xyz 1 1
O 2.320 1.671 0.469
N 1.540 0.847 0.269
N 0.330 0.753 0.518
C -1.104 0.370 -1.327
C -1.754 -0.086 1.126
C 2.193 -0.824 -0.049
C -0.815 0.338 0.077
H 2.958 -0.692 -0.792
H 1.282 -1.275 -0.145
H -0.107 0.138 -1.746
H 2.609 -1.109 0.900
H -2.801 0.265 1.155
H -1.406 -0.254 2.082
H -1.376 1.344 -1.722
H -1.930 -0.271 -1.652
H -1.939 -1.214 0.838
*
```



2.
Entry from the Open Molecules 2025 dataset: a gas-phase ion, C4H9N2O (charge +1) at a distorted geometry (wB97M-V/def2-TZVPD).

Values from the calculation:
- SMILES: CC(=[NH2+])/N=C\CO
- LUMO energy: -3.331 eV
- Total energy: -9314.018 eV
- ΔE to the lowest compared entry with this formula, charge and spin: 46.1 kcal/mol
- Maximum force: 5.40 eV/Å
- Kohn-Sham gap: 11.6 eV

```
! RIJCOSX wB97M-V def2-TZVPD def2/J DEFGRID3
* xyz 1 1
O -1.127 0.835 -0.541
N 0.807 0.769 1.430
N 0.148 -1.161 0.431
C 1.927 0.164 -0.602
C 0.878 -0.033 0.408
C -1.889 -0.345 -0.547
C -1.040 -1.391 0.047
H 2.836 0.135 0.177
H 0.201 0.656 2.173
H -2.787 -0.245 0.127
H -1.726 1.594 -0.727
H 1.866 1.097 -1.200
H 2.149 -0.695 -1.275
H 1.522 1.599 1.415
H -1.565 -2.287 0.168
H -2.200 -0.694 -1.484
*
```



3.
Entry from the Open Molecules 2025 dataset: a gas-phase ion, C4H9N2O2 (charge -1) at a distorted geometry (wB97M-V/def2-TZVPD).

Values from the calculation:
- SMILES: NCCCNC(=O)[O-]
- LUMO energy: 3.831 eV
- Total energy: -11369.625 eV
- ΔE to the lowest compared entry with this formula, charge and spin: 35.5 kcal/mol
- Maximum force: 5.26 eV/Å
- Kohn-Sham gap: 7.9 eV

```
! RIJCOSX wB97M-V def2-TZVPD def2/J DEFGRID3
* xyz -1 1
O 2.214 -1.677 -1.133
O 1.797 -1.968 1.081
N -0.128 1.404 -1.535
N 0.103 -1.571 -0.391
C -0.401 0.538 1.061
C -0.189 1.622 0.052
C 1.489 -1.813 -0.113
C -0.764 -0.879 0.589
H -0.734 -1.563 1.541
H 0.051 -1.115 -1.408
H 0.679 2.092 0.357
H 0.619 0.683 -1.749
H -1.102 2.270 0.081
H 0.445 0.595 1.739
H -0.965 1.340 -2.050
H -1.275 0.802 1.661
H -1.840 -0.761 0.217
*
```



4.
Entry from the Open Molecules 2025 dataset: 2 unconnected molecules or ions with the total composition C4H9N2O2 at a distorted geometry (wB97M-V/def2-TZVPD).

Values from the calculation:
- LUMO energy: 4.054 eV
- Total energy: -11370.037 eV
- ΔE to the lowest compared entry with this formula, charge and spin: 26.0 kcal/mol
- Maximum force: 2.50 eV/Å
- Kohn-Sham gap: 8.2 eV

```
! RIJCOSX wB97M-V def2-TZVPD def2/J DEFGRID3
* xyz -1 1
O -1.725 0.904 -0.170
O -0.822 -0.686 -1.665
N -2.023 -1.391 0.127
N 1.923 -1.207 1.403
C 0.959 1.885 -0.506
C 2.123 0.035 0.795
C 1.140 0.959 0.728
C -1.472 -0.246 -0.671
H -2.809 -1.001 0.663
H 1.895 2.049 -0.972
H 0.219 1.453 -1.166
H 1.060 -1.713 1.181
H 0.528 2.834 -0.158
H 3.025 0.219 0.192
H -2.283 -2.157 -0.494
H 2.771 -1.794 1.444
H 0.174 0.744 1.196
*
```



5.
Entry from the Open Molecules 2025 dataset: a molecular structure, C4H9N2O2 at a distorted geometry (wB97M-V/def2-TZVPD).

Values from the calculation:
- LUMO energy: 3.232 eV
- Total energy: -11364.780 eV
- ΔE to the lowest compared entry with this formula, charge and spin: 147.3 kcal/mol
- Maximum force: 4.12 eV/Å
- Kohn-Sham gap: 7.2 eV

```
! RIJCOSX wB97M-V def2-TZVPD def2/J DEFGRID3
* xyz -1 1
O 1.990 1.552 -0.490
O -1.478 -2.386 0.409
N 0.307 2.302 1.080
N -1.232 0.012 -0.262
C 0.703 1.607 -0.235
C 0.139 0.131 -0.081
C 1.116 -0.991 -0.129
C -1.734 -1.493 -0.486
H 0.565 -1.920 -0.316
H -0.655 -0.050 0.808
H 1.159 2.229 1.630
H -2.805 -1.354 -0.818
H 1.841 -0.863 -0.934
H -1.226 -1.681 -1.489
H -0.473 1.821 1.500
H 1.637 -1.064 0.835
H 0.145 2.149 -1.023
*
```



6.
Entry from the Open Molecules 2025 dataset: a molecular structure, C4H9N2O2 at a distorted geometry (wB97M-V/def2-TZVPD).

Values from the calculation:
- LUMO energy: 2.943 eV
- Total energy: -11366.428 eV
- ΔE to the lowest compared entry with this formula, charge and spin: 109.3 kcal/mol
- Maximum force: 1.55 eV/Å
- Kohn-Sham gap: 7.0 eV

```
! RIJCOSX wB97M-V def2-TZVPD def2/J DEFGRID3
* xyz -1 1
O -1.097 1.518 2.375
O -0.003 0.360 4.002
N -0.058 -0.496 1.889
N 0.679 -1.109 -2.205
C -0.449 0.584 2.863
C -0.149 -0.184 0.452
C -0.312 -1.169 -3.037
C 0.586 1.134 0.067
H -0.348 -0.666 -1.787
H 1.103 1.117 -0.883
H 0.912 -0.699 2.113
H 0.436 -0.944 -0.047
H 1.394 1.185 0.811
H -0.095 1.962 0.222
H -0.509 -0.277 -3.722
H -0.883 -2.102 -3.289
H -1.207 -0.213 0.178
*
```



7.
Entry from the Open Molecules 2025 dataset: a gas-phase ion, C4H9N2O2 (charge +1) at a distorted geometry (wB97M-V/def2-TZVPD).

Values from the calculation:
- SMILES: NC(=O)C[C@H]([NH3+])C=O
- LUMO energy: -4.076 eV
- Total energy: -11361.047 eV
- ΔE to the lowest compared entry with this formula, charge and spin: 44.3 kcal/mol
- Maximum force: 4.93 eV/Å
- Kohn-Sham gap: 9.9 eV

```
! RIJCOSX wB97M-V def2-TZVPD def2/J DEFGRID3
* xyz 1 1
O 1.000 1.042 1.289
O -2.009 -0.293 0.778
N -0.639 -2.194 -1.091
N 0.946 2.447 -0.585
C -0.026 -1.244 -0.085
C 0.693 0.010 -0.811
C -0.880 -0.730 0.974
C 0.886 1.253 0.088
H 0.825 -1.824 0.570
H 0.150 -2.752 -1.469
H -1.379 -2.589 -0.524
H 1.151 3.227 -0.027
H 1.744 -0.332 -1.014
H -0.333 -0.569 1.910
H 0.605 2.648 -1.599
H 0.163 0.233 -1.784
H -1.041 -1.535 -1.857
*
```



8.
Entry from the Open Molecules 2025 dataset: a gas-phase ion, C4H9N2O3S2 (charge -1) at a distorted geometry (wB97M-V/def2-TZVPD).

Values from the calculation:
- SMILES: N=[S@H](=O)N[C@@H](CCS)C(=O)[O-]
- LUMO energy: 2.842 eV
- Total energy: -35086.513 eV
- ΔE to the lowest compared entry with this formula, charge and spin: 0.0 kcal/mol
- Maximum force: 5.90 eV/Å
- Kohn-Sham gap: 7.6 eV

```
! RIJCOSX wB97M-V def2-TZVPD def2/J DEFGRID3
* xyz -1 1
S 2.671 -0.095 2.564
S -2.022 -1.448 -0.702
O -0.211 1.660 -2.188
O -3.040 -0.642 -0.026
O -0.031 2.556 -0.058
N -0.684 -0.665 -1.172
N -2.574 -2.348 -1.784
C -0.247 0.295 -0.202
C 1.148 0.071 0.366
C 1.465 0.782 1.610
C -0.132 1.736 -0.906
H 3.552 0.731 2.263
H 1.306 -0.987 0.620
H -0.958 0.281 0.622
H 1.914 0.394 -0.341
H 0.454 0.759 2.100
H -1.560 -2.065 0.431
H -0.761 -0.168 -2.089
H 1.741 1.865 1.421
H -2.031 -2.710 -2.527
*
```



9.
Entry from the Open Molecules 2025 dataset: a molecular structure, C4H9N2OS at a distorted geometry (wB97M-V/def2-TZVPD).

Values from the calculation:
- LUMO energy: 2.665 eV
- Total energy: -20152.753 eV
- ΔE to the lowest compared entry with this formula, charge and spin: 140.6 kcal/mol
- Maximum force: 6.82 eV/Å
- Kohn-Sham gap: 5.2 eV

```
! RIJCOSX wB97M-V def2-TZVPD def2/J DEFGRID3
* xyz -1 1
S 2.549 -0.242 1.296
O -3.346 -0.150 0.548
N 1.207 -1.372 -1.283
N -1.449 1.206 -0.759
C -2.486 0.939 0.094
C 0.612 -0.069 -0.872
C 1.108 0.426 0.522
C -0.878 -0.158 -0.959
H -2.214 0.046 0.974
H -3.182 1.692 0.252
H 0.769 0.638 -1.694
H 0.985 1.494 0.516
H -1.302 -0.474 -1.940
H 1.851 -1.716 -0.549
H 1.672 -1.486 -2.193
H 0.274 0.124 1.225
H -1.313 -0.906 -0.120
*
```



10.
Entry from the Open Molecules 2025 dataset: a gas-phase ion, C4H9N2OS (charge +1) at a distorted geometry (wB97M-V/def2-TZVPD).

Values from the calculation:
- LUMO energy: -4.734 eV
- Total energy: -20149.098 eV
- ΔE to the lowest compared entry with this formula, charge and spin: 48.5 kcal/mol
- Maximum force: 3.95 eV/Å
- Kohn-Sham gap: 9.3 eV

```
! RIJCOSX wB97M-V def2-TZVPD def2/J DEFGRID3
* xyz 1 1
S 0.537 -2.124 -0.012
O -1.749 2.257 -0.098
N 0.548 2.206 -0.133
N -0.050 -0.190 -1.669
C -0.714 1.951 -0.605
C 0.018 -2.317 1.812
C -0.015 -0.596 -0.393
C -0.713 1.048 -1.939
H 0.296 -0.823 -2.436
H -1.720 0.855 -2.362
H 0.086 -3.371 2.075
H 0.686 -1.873 2.439
H 0.562 3.030 0.600
H 1.241 2.102 -0.815
H -0.160 1.709 -2.506
H -0.357 -0.041 0.515
H -1.020 -1.765 1.854
*
```



11.
Entry from the Open Molecules 2025 dataset: 2 unconnected molecules or ions with the total composition C4H9N2OS2 at a distorted geometry (wB97M-V/def2-TZVPD).

Values from the calculation:
- LUMO energy: -3.967 eV
- Total energy: -30982.641 eV
- ΔE to the lowest compared entry with this formula, charge and spin: 43.5 kcal/mol
- Maximum force: 1.04 eV/Å
- Kohn-Sham gap: 9.1 eV

```
! RIJCOSX wB97M-V def2-TZVPD def2/J DEFGRID3
* xyz 1 1
S 2.882 -1.070 0.779
S -1.998 -1.340 0.501
O 0.502 -1.435 -1.544
N -0.608 1.005 0.968
N 1.935 0.966 -0.556
C 2.971 0.468 -0.027
C -0.657 -0.145 0.277
C -0.010 -0.616 -0.745
C -3.445 -0.331 0.051
H -1.097 1.037 1.849
H -4.285 -0.777 0.580
H -3.305 0.691 0.386
H -3.626 -0.375 -1.017
H 0.250 1.534 0.892
H 3.957 0.935 -0.015
H 2.049 1.852 -1.039
H 4.160 -1.128 1.154
H 0.326 -1.272 -2.495
*
```



12.
Entry from the Open Molecules 2025 dataset: C4H9N2P in the gas phase at a distorted geometry (wB97M-V/def2-TZVPD).

Values from the calculation:
- LUMO energy (spin up / spin down): 0.822 / 0.822 eV
- Total energy: -16558.271 eV
- ΔE to the lowest compared entry with this formula, charge and spin: 106.4 kcal/mol
- Maximum force: 2.93 eV/Å
- Kohn-Sham gap (spin up / spin down): 9.0 / 9.0 eV

```
! RIJCOSX wB97M-V def2-TZVPD def2/J DEFGRID3
* xyz 0 1
P 0.801 1.879 -0.390
N -2.340 0.050 0.050
N -3.279 0.707 0.499
C 0.715 -0.997 0.587
C -1.642 -0.777 -0.413
C -0.272 -1.320 -0.594
C 1.563 0.137 0.029
H -0.633 -2.345 -0.737
H 1.937 -0.196 -0.917
H 0.274 -1.087 -1.455
H 1.339 -1.946 0.831
H 0.704 2.520 0.981
H 2.484 0.388 0.622
H -0.074 -0.837 1.424
H -3.648 1.360 -0.115
H 2.070 2.464 -0.403
*
```